# 1
96
Properties=species:S:1:pos:R:3 method="wB97M-V/def2-TZVPD" charge=-1 homo_ev=-3.787 e_tot_ha=-4135.43806 orbital_gap_ev=5.728 e_lumo_ev=1.9412
Ca -0.36700 -0.36620 0.44401
S 1.92367 -0.04791 -2.52186
C 0.28838 0.17750 -3.07194
C -0.00057 0.48752 -4.42037
C -1.29945 0.62163 -4.84004
C -2.33593 0.46204 -3.91914
C -1.98301 0.19368 -2.61364
N -0.71943 0.06200 -2.18803
H 0.82941 0.59616 -5.10535
H -1.51089 0.85125 -5.87857
H -3.37632 0.55923 -4.19422
H -2.73691 0.10163 -1.83831
N 2.15313 -1.79603 4.10960
C 1.42267 -0.85142 4.81830
C 1.28303 -0.59147 6.17831
C 0.42641 0.43704 6.51795
C -0.26942 1.17905 5.54636
C -0.12766 0.91160 4.20201
C 0.73756 -0.12266 3.85158
N 1.03637 -0.61671 2.58664
C 1.86482 -1.59506 2.79047
C 2.40579 -2.38276 1.67982
C 3.35331 -3.35389 1.71673
S 3.66994 -3.89099 0.12865
C 2.52626 -2.77500 -0.47025
N 1.92575 -2.06043 0.42992
H 2.71790 -2.53203 4.49189
H 1.79891 -1.16919 6.93369
H 0.27436 0.67101 7.56384
H -0.95142 1.95765 5.86076
H -0.68249 1.45185 3.44468
H 3.87817 -3.75259 2.56668
H 2.34722 -2.63216 -1.52731
O -2.13499 -1.77352 3.95506
C -2.30159 -1.03845 2.98025
O -1.63275 -1.12377 1.89642
C -3.35643 0.05653 3.03152
C -4.18234 0.00807 4.16044
C -5.20131 0.91267 4.37796
C -5.40064 1.91548 3.43202
C -4.58704 1.98723 2.32345
C -3.53988 1.07652 2.06808
S -2.61520 1.38886 0.58688
H -3.97518 -0.78052 4.87102
H -5.82555 0.84245 5.26036
H -6.19074 2.64604 3.56344
H -4.73720 2.77651 1.59604
C -0.03980 3.08414 -1.40506
C 0.85259 2.97596 -0.21862
N 0.92271 1.95705 0.59774
C 1.89797 2.27249 1.52109
C 2.39758 3.50756 1.27652
N 1.72486 3.95970 0.15705
C 2.02017 5.16527 -0.56949
N 3.40646 5.22266 -0.98594
N 4.14859 6.30871 -0.70741
N 5.32460 6.17170 -1.19912
C 5.38152 4.94022 -1.82204
C 6.43727 4.30579 -2.49352
C 6.19480 3.05186 -2.99197
C 4.93510 2.41830 -2.82713
C 3.89225 3.02495 -2.17584
C 4.15004 4.31512 -1.68500
H -0.82437 2.33357 -1.32568
H 0.50972 2.91070 -2.33397
H -0.53227 4.05577 -1.44839
H 2.16789 1.59433 2.30950
H 3.15673 4.09448 1.76020
H 1.85700 6.05363 0.04154
H 1.36659 5.20171 -1.44040
H 7.39876 4.78916 -2.60065
H 6.98075 2.52168 -3.51251
H 4.77381 1.41629 -3.20363
H 2.96618 2.48707 -2.03717
C -3.45749 -5.79548 -2.30916
C -3.48485 -4.33974 -2.76049
N -2.28204 -3.59202 -2.44629
C -1.17763 -3.63753 -3.39063
C -0.13520 -4.71837 -3.11775
C -2.10795 -2.97117 -1.22998
C -3.31556 -2.77380 -0.36383
N -0.99461 -2.48779 -0.82443
H -4.43134 -6.26378 -2.45989
H -3.20793 -5.86812 -1.24957
H -2.71946 -6.37309 -2.86559
H -4.34591 -3.83486 -2.32679
H -3.61956 -4.28951 -3.84491
H -0.70876 -2.64849 -3.41827
H -1.60986 -3.78850 -4.38319
H 0.29780 -4.62394 -2.12103
H 0.67403 -4.65284 -3.84666
H -0.57283 -5.71452 -3.18862
H -4.10235 -2.24869 -0.90747
H -3.02966 -2.18239 0.50376
H -3.71580 -3.73174 -0.02370
H -0.24223 -2.68195 -1.48143

---

# 2
94
Properties=species:S:1:pos:R:3 method="wB97M-V/def2-TZVPD" charge=+2 homo_ev="-12.275 / -12.269" e_tot_ha=-3910.81979 multiplicity=5 orbital_gap_ev="7.048 / 5.034" e_lumo_ev="-5.2266 / -7.2354"
Os -0.02981 0.09669 0.20377
C -2.32146 3.68564 2.69290
N -2.57520 2.34222 3.21057
C -2.97936 2.30338 4.61984
C -2.09535 1.28117 2.53060
N -1.33156 1.39068 1.47264
N -2.49704 0.04305 2.97739
C -2.27725 -1.17614 2.35491
N -3.05844 -2.17522 2.81453
N -1.37135 -1.31516 1.45905
H -2.98718 4.37582 3.20322
H -2.55393 3.73696 1.62963
H -1.29245 4.00954 2.86720
H -3.78180 3.02069 4.77131
H -2.14062 2.57029 5.26510
H -3.35110 1.33450 4.93687
H -1.13753 2.36046 1.26236
H -3.18651 0.03986 3.70773
H -3.86105 -2.00782 3.39589
H -2.98513 -3.08844 2.39870
H -1.35098 -2.24970 1.06557
C 1.64518 2.73283 2.45364
C 2.46129 1.81411 3.31755
C 3.11676 2.34157 4.42610
C 3.89433 1.54882 5.25382
C 4.04252 0.19900 4.97882
C 3.39277 -0.35014 3.88751
C 2.59471 0.44536 3.05868
P 1.93287 -0.43991 1.60267
C 1.52021 -2.08156 2.27012
C 0.79053 -2.02291 3.47001
C 0.34580 -3.17114 4.08525
C 0.60880 -4.40500 3.49149
C 1.30889 -4.46476 2.30526
C 1.78128 -3.31461 1.65951
C 2.52770 -3.50774 0.36468
C 3.29860 -0.30586 0.43920
C 4.64458 -0.21292 0.78826
C 5.58129 0.04794 -0.19742
C 5.17276 0.24221 -1.51202
C 3.82959 0.16243 -1.85200
C 2.88530 -0.12362 -0.87543
C 1.44355 -0.34250 -1.20660
H 1.81405 3.77314 2.72708
H 0.58860 2.51225 2.57560
H 1.89589 2.61833 1.39383
H 3.02372 3.40015 4.63584
H 4.39116 1.98607 6.10952
H 4.65877 -0.42731 5.60944
H 3.49829 -1.40913 3.68873
H 0.58808 -1.06195 3.93077
H -0.18720 -3.11614 5.02531
H 0.26902 -5.31758 3.96372
H 1.51341 -5.42684 1.85115
H 3.26922 -4.29828 0.47898
H 3.04496 -2.61510 0.03104
H 1.83784 -3.81039 -0.42376
H 4.96658 -0.32980 1.81351
H 6.62818 0.12159 0.06345
H 5.90644 0.45964 -2.27681
H 3.51711 0.30861 -2.87877
H 1.27317 -1.42265 -1.30724
H 1.15525 0.10812 -2.15728
N -1.56887 5.39756 -4.68379
C -2.43381 6.02236 -5.55652
C -2.29733 7.14872 -6.37031
C -3.39790 7.49357 -7.11775
C -4.59902 6.75127 -7.06674
C -4.72521 5.64521 -6.26446
C -3.61677 5.27675 -5.49270
N -3.47054 4.22914 -4.60625
C -2.25087 4.33226 -4.15322
C -1.70932 3.41094 -3.16217
C -0.42604 3.51966 -2.62365
C -0.01351 2.61117 -1.67767
N -0.79873 1.61540 -1.23652
C -2.03924 1.49861 -1.75613
C -2.51526 2.36423 -2.70851
H -0.61800 5.66741 -4.50657
H -1.38120 7.72202 -6.41504
H -3.34478 8.35898 -7.76455
H -5.43430 7.06764 -7.67623
H -5.63940 5.06900 -6.22302
H 0.26149 4.29539 -2.93058
H 0.98230 2.67011 -1.25293
H -2.64444 0.68244 -1.39426
H -3.50802 2.24488 -3.11890
Cl -2.18076 -1.46309 -3.92577
C -2.22193 -2.61909 -2.57559
Cl -3.74580 -2.42326 -1.66633
Cl -2.09885 -4.25060 -3.17395
C -1.03982 -2.26269 -1.63315
O -0.11865 -3.02276 -1.46977
O -1.22242 -1.10696 -1.06884

---

# 3
97
Properties=species:S:1:pos:R:3 method="wB97M-V/def2-TZVPD" charge=+1 homo_ev="-9.889 / -10.062" e_tot_ha=-6388.86037 multiplicity=2 orbital_gap_ev="6.441 / 6.631" e_lumo_ev="-3.4478 / -3.4314"
Ti -0.14627 0.73177 0.03361
N 1.79856 0.66984 3.80447
C 2.06325 1.94770 4.36282
C 2.77780 2.03578 5.54218
C 3.03855 3.27869 6.10522
C 2.59061 4.42559 5.47433
C 1.88364 4.33058 4.28182
C 1.61163 3.09208 3.72882
S 0.68564 3.02069 2.22688
N 0.77006 1.36023 1.82020
C 1.19488 0.45312 2.63029
C 0.93945 -0.96186 2.22903
C 1.19318 -2.05332 3.03179
C 0.72709 -3.30138 2.63607
C 0.02930 -3.42028 1.45305
C -0.13676 -2.28787 0.67702
N 0.31448 -1.09072 1.04986
H 2.04553 -0.11991 4.37185
H 3.13111 1.13101 6.02539
H 3.59387 3.34265 7.03095
H 2.79060 5.39887 5.90176
H 1.53956 5.22789 3.78024
H 1.71288 -1.96344 3.97466
H 0.89250 -4.16449 3.26701
H -0.38226 -4.36493 1.12827
H -0.65068 -2.32494 -0.27508
Cl 3.22428 1.62384 -0.18893
C 2.11991 2.74203 -0.95443
C 0.74891 2.52537 -0.83454
C -0.03700 3.59010 -1.26969
Cl -1.75276 3.53419 -0.93807
C 0.46592 4.72892 -1.89171
Cl -0.57986 5.97975 -2.43312
C 1.84311 4.85190 -2.06306
Cl 2.49990 6.23448 -2.83770
C 2.68407 3.85914 -1.56397
Cl 4.38863 4.04029 -1.69069
C -7.32042 3.61238 3.55723
C -6.14110 2.73060 3.24852
C -6.20947 1.35187 3.42166
C -5.12359 0.53837 3.12877
C -3.95847 1.12020 2.65920
C -3.85966 2.49670 2.47845
C -4.95238 3.28976 2.77191
S -2.55459 0.11653 2.32488
O -1.53013 0.41618 3.28874
O -2.99114 -1.25227 2.20942
N -2.02323 0.66796 0.88045
C -2.69572 0.31579 -0.28500
C -3.98991 -0.17325 -0.48534
C -4.39998 -0.38005 -1.78612
C -3.54106 -0.12832 -2.85660
C -2.27128 0.31466 -2.57485
N -1.86993 0.53454 -1.32099
H -8.13998 3.04328 3.99306
H -7.68791 4.09643 2.65055
H -7.04191 4.40164 4.25717
H -7.12491 0.90544 3.79165
H -5.17612 -0.53546 3.25867
H -2.93984 2.93254 2.10585
H -4.88658 4.36277 2.63058
H -4.64174 -0.37900 0.35020
H -5.40256 -0.74249 -1.97476
H -3.85677 -0.27253 -3.87987
H -1.54163 0.51585 -3.34857
C 0.74530 -4.13375 -6.62521
C 1.55970 -2.95617 -6.09605
C 0.71157 -1.84575 -5.47981
C -0.14262 -2.29294 -4.29981
N 0.65204 -2.84874 -3.20213
C 1.21378 -2.14221 -2.20991
S 1.01378 -0.44419 -2.14411
N 1.91781 -2.86469 -1.32802
C 2.79995 -2.33273 -0.29437
C 4.22347 -2.07154 -0.77134
C 5.05685 -3.30429 -1.11913
C 4.67430 -4.01901 -2.41840
H 1.37777 -4.83573 -7.16899
H -0.03593 -3.79231 -7.30859
H 0.25609 -4.69499 -5.82355
H 2.14816 -2.52637 -6.90839
H 2.29484 -3.30905 -5.36391
H 0.04103 -1.43205 -6.23955
H 1.35426 -1.02672 -5.14607
H -0.85569 -3.06318 -4.59345
H -0.70958 -1.45212 -3.90366
H 0.97276 -3.79789 -3.32744
H 2.06303 -3.83409 -1.56642
H 2.78553 -3.04009 0.53870
H 2.36117 -1.40269 0.04511
H 4.72950 -1.51724 0.02417
H 4.17541 -1.39149 -1.62877
H 5.02612 -4.01232 -0.28445
H 6.09780 -2.98558 -1.19675
H 3.82717 -4.70091 -2.29429
H 5.50005 -4.63103 -2.78166
H 4.42328 -3.30161 -3.20520